[1]
A 2-piece molecular cluster, H4O2 overall. Source: OMol25; level of theory: ωB97M-V/def2-TZVPD.

Each line ends with the Mulliken charge.
Geometry (Å):
1 H 1.281 -0.707 -0.020  0.318
2 H 2.657 -0.055 -0.333  0.318
3 H -1.467 -0.360 0.451  0.304
4 H -2.107 0.949 0.119  0.328
5 O 1.745 0.171 -0.053  -0.634
6 O -2.109 0.001 -0.163  -0.634

Atomic forces in eV per Å
0.719 1.276 -0.121
-0.810 0.201 0.249
0.107 -0.338 0.047
-0.183 -1.032 -0.575
0.094 -1.485 -0.140
0.073 1.378 0.540

Properties
SMILES = O.O
Orbital gap = 12.23 eV
LUMO energy = 0.6811 eV
Calculated total energy = -152.86526 Eh

[2]
A 2-piece molecular cluster, H4O2 overall. Source: OMol25; level of theory: ωB97M-V/def2-TZVPD.

Each line ends with the Mulliken charge.
Geometry (Å):
1 H -0.971 -0.647 0.803  0.331
2 H -0.467 -1.605 -0.175  0.292
3 H 1.469 1.633 -0.560  0.315
4 H 0.390 0.772 -1.212  0.309
5 O -0.586 -1.542 0.757  -0.625
6 O 0.534 1.523 -0.614  -0.622

Atomic forces in eV per Å
0.211 -0.385 0.483
0.316 -0.574 -1.134
0.988 0.051 0.054
0.201 0.415 0.244
-0.509 0.955 0.670
-1.207 -0.462 -0.317

Properties
SMILES = O.O
Orbital gap = 12.15 eV
LUMO energy = 0.5995 eV
Calculated total energy = -152.86598 Eh

[3]
A 2-piece molecular cluster, H4O2 overall. Source: OMol25; level of theory: ωB97M-V/def2-TZVPD.

Each line ends with the Mulliken charge.
Geometry (Å):
1 H -1.407 0.005 0.018  0.351
2 H -0.836 0.492 1.310  0.349
3 H 0.401 -0.365 -0.330  0.296
4 H 1.796 -0.054 -0.712  0.315
5 O -1.231 0.818 0.492  -0.682
6 O 1.236 -0.827 -0.527  -0.629

Atomic forces in eV per Å
-0.527 -0.200 -0.295
-0.071 0.254 0.132
0.387 -0.329 -0.074
0.083 -0.521 -0.008
0.395 -0.152 0.210
-0.267 0.947 0.035

Properties
SMILES = O.O
Orbital gap = 12.36 eV
LUMO energy = 0.7517 eV
Calculated total energy = -152.86741 Eh

[4]
A 2-piece molecular cluster, H4O2 overall. Source: OMol25; level of theory: ωB97M-V/def2-TZVPD.

Each line ends with the Mulliken charge.
Geometry (Å):
1 H -0.998 -1.094 -1.101  0.308
2 H -0.012 0.136 -1.537  0.323
3 H -0.246 0.148 1.295  0.314
4 H 0.673 1.196 1.725  0.311
5 O -0.123 -0.832 -1.515  -0.643
6 O 0.705 0.446 1.133  -0.614

Atomic forces in eV per Å
1.655 1.030 -0.828
-0.484 -0.689 0.377
1.899 0.024 -0.706
0.640 0.614 0.257
-1.208 -0.436 0.391
-2.504 -0.544 0.508

Properties
SMILES = O.O
Orbital gap = 11.83 eV
LUMO energy = 0.6345 eV
Calculated total energy = -152.85954 Eh

[5]
A 2-piece molecular cluster, H4O2 overall. Source: OMol25; level of theory: ωB97M-V/def2-TZVPD.

Each line ends with the Mulliken charge.
Geometry (Å):
1 H 0.530 1.667 0.452  0.321
2 H -0.241 0.752 1.442  0.324
3 H -0.707 -0.789 -0.693  0.323
4 H 0.671 -1.018 -0.777  0.326
5 O -0.091 0.900 0.490  -0.656
6 O -0.163 -1.512 -0.913  -0.638

Atomic forces in eV per Å
-0.801 -0.897 0.050
0.105 0.072 -0.585
-1.768 1.196 0.401
-0.159 -0.884 -0.194
0.715 1.020 0.618
1.908 -0.507 -0.289

Properties
SMILES = O.O
Orbital gap = 11.47 eV
LUMO energy = 0.5403 eV
Calculated total energy = -152.86732 Eh

[6]
A 2-piece molecular cluster, H4O2 overall. Source: OMol25; level of theory: ωB97M-V/def2-TZVPD.

Each line ends with the Mulliken charge.
Geometry (Å):
1 H -1.726 -0.161 1.276  0.317
2 H -0.161 -0.626 1.391  0.326
3 H 0.373 0.325 -0.200  0.387
4 H 0.536 0.614 -1.737  0.310
5 O -0.848 -0.175 0.875  -0.674
6 O 0.970 0.156 -0.966  -0.666

Atomic forces in eV per Å
0.629 -0.278 0.355
-0.978 -0.015 0.267
0.341 -0.024 -1.213
0.686 -0.766 1.363
0.000 0.098 0.018
-0.678 0.986 -0.790

Properties
SMILES = O.O
Orbital gap = 11.31 eV
LUMO energy = 0.6707 eV
Calculated total energy = -152.86416 Eh

[7]
A 2-piece molecular cluster, H4O2 overall. Source: OMol25; level of theory: ωB97M-V/def2-TZVPD.

Each line ends with the Mulliken charge.
Geometry (Å):
1 H 0.433 -1.252 0.969  0.348
2 H 1.163 -1.312 -0.340  0.347
3 H -0.198 0.640 -0.297  0.361
4 H -1.316 1.695 -0.078  0.316
5 O 1.183 -0.816 0.515  -0.703
6 O -1.193 0.845 -0.546  -0.669

Atomic forces in eV per Å
0.521 0.479 0.004
0.336 0.647 0.792
-2.791 0.332 -0.707
-0.133 -0.587 -0.421
-0.917 -1.070 -0.880
2.984 0.199 1.212

Properties
SMILES = O.O
Orbital gap = 12.04 eV
LUMO energy = 0.8242 eV
Calculated total energy = -152.86732 Eh

[8]
A 2-piece molecular cluster, H4O2 overall. Source: OMol25; level of theory: ωB97M-V/def2-TZVPD.

Each line ends with the Mulliken charge.
Geometry (Å):
1 O 0.928 -0.244 -2.599  -0.652
2 H 1.568 0.081 -1.926  0.327
3 H 1.020 -1.224 -2.576  0.325
4 O -0.777 0.411 2.411  -0.651
5 H -1.498 0.011 2.947  0.324
6 H -1.241 0.965 1.744  0.327

Atomic forces in eV per Å
0.748 -0.665 0.699
-0.684 -0.400 -0.706
-0.071 1.068 0.016
-1.211 0.156 -0.130
0.755 0.456 -0.607
0.463 -0.615 0.727

Properties
SMILES = O.O
Orbital gap = 12.40 eV
LUMO energy = 0.8744 eV
Calculated total energy = -152.86612 Eh

It is found that the max |F| values, taken in the order of the records, are 0.029; 0.026; 0.019; 0.051; 0.042; 0.033; 0.063; 0.024 Eh/bohr.